Entry 1:
{"formula": "C17H33F3N3O7PS2", "method": "ωB97M-V/def2-TZVPD", "species": ["C", "P", "C", "C", "O", "S", "O", "O", "O", "C", "S", "C", "C", "C", "F", "C", "F", "F", "H", "H", "H", "H", "H", "H", "H", "H", "H", "H", "H", "H", "C", "O", "N", "C", "C", "H", "H", "H", "H", "H", "H", "H", "C", "O", "N", "C", "C", "H", "H", "H", "H", "H", "H", "H", "C", "O", "N", "C", "C", "H", "H", "H", "H", "H", "H", "H"], "coordinates": [[6.175, -1.772, -0.110], [4.660, -0.914, -0.926], [4.343, 0.810, -0.182], [3.130, -2.038, -0.952], [2.627, -2.642, 0.326], [1.444, -3.722, -0.355], [0.265, -3.635, 0.667], [1.781, -5.239, -0.385], [1.076, -2.950, -1.870], [1.777, -1.625, -1.778], [2.473, -1.083, -3.446], [0.612, -0.711, -1.076], [0.921, 0.898, -1.024], [0.816, 1.585, 0.458], [0.507, 3.063, 0.501], [0.969, 0.915, 1.775], [1.633, -0.392, 2.029], [0.460, 1.629, 3.006], [6.234, -2.897, -0.435], [6.150, -1.751, 1.068], [7.140, -1.242, -0.554], [3.513, 0.869, 0.639], [5.324, 1.278, 0.305], [4.084, 1.532, -1.094], [3.514, -2.997, -1.552], [3.273, 0.072, -3.280], [-0.358, -0.837, -1.761], [0.263, -1.111, -0.006], [0.107, 1.449, -1.703], [1.948, 1.072, -1.581], [-1.264, 1.862, -5.899], [-0.503, 0.990, -5.500], [-1.719, 2.928, -5.153], [-2.621, 3.920, -5.701], [-1.282, 3.064, -3.779], [-1.657, 1.856, -6.928], [-2.141, 4.901, -5.648], [-3.540, 3.927, -5.108], [-2.867, 3.696, -6.742], [-0.191, 3.141, -3.758], [-1.583, 2.172, -3.220], [-1.724, 3.952, -3.319], [-3.485, -3.460, -1.673], [-2.384, -3.038, -2.000], [-3.730, -4.342, -0.642], [-5.067, -4.794, -0.318], [-2.617, -4.832, 0.145], [-4.401, -3.152, -2.204], [-5.297, -4.509, 0.712], [-5.106, -5.883, -0.416], [-5.807, -4.347, -0.988], [-2.106, -3.983, 0.607], [-1.915, -5.349, -0.516], [-2.966, -5.519, 0.921], [-2.247, 3.934, 6.977], [-2.685, 4.191, 8.091], [-1.036, 3.329, 6.714], [-0.589, 3.060, 5.363], [-0.182, 2.951, 7.821], [-2.814, 4.179, 6.064], [-0.435, 1.983, 5.250], [0.353, 3.587, 5.191], [-1.327, 3.395, 4.630], [-0.722, 2.249, 8.463], [0.062, 3.845, 8.403], [0.738, 2.486, 7.458]], "smiles": "CP(C)[C@H]1OS(=O)(=O)O[C@@]1(S)CCC(F)=C(F)F.CN(C)C=O.CN(C)C=O.CN(C)C=O", "gap_ha": 0.29647, "e_above_lowest_ev": 8.491}


Entry 2:
{"formula": "F6H24O12P", "method": "ωB97M-V/def2-TZVPD", "species": ["P", "F", "F", "F", "F", "F", "F", "O", "H", "H", "O", "H", "H", "O", "H", "H", "O", "H", "H", "O", "H", "H", "O", "H", "H", "O", "H", "H", "O", "H", "H", "O", "H", "H", "O", "H", "H", "O", "H", "H", "O", "H", "H"], "coordinates": [[-0.768, 0.128, -0.431], [0.371, -0.806, -1.070], [-1.105, -0.948, 0.743], [0.347, 0.680, 0.581], [-1.792, 1.148, 0.350], [-0.376, 1.339, -1.488], [-1.926, -0.426, -1.472], [0.115, 4.075, 0.900], [0.019, 3.551, 1.696], [0.788, 3.622, 0.394], [-4.292, -0.146, 0.696], [-4.792, 0.071, -0.091], [-3.401, 0.146, 0.502], [-1.278, 3.604, -3.217], [-0.388, 3.515, -3.559], [-1.243, 3.203, -2.349], [2.535, -0.768, 0.652], [2.434, -0.391, 1.526], [1.770, -0.458, 0.167], [0.028, 2.306, 2.964], [-0.726, 1.720, 2.887], [0.788, 1.724, 2.935], [2.417, -3.509, -0.886], [3.085, -3.157, -0.297], [1.643, -2.970, -0.720], [-0.391, -3.426, 0.108], [-0.736, -2.535, 0.165], [-1.051, -3.907, -0.391], [-2.742, -2.369, -3.939], [-2.908, -2.023, -3.062], [-1.974, -2.930, -3.835], [2.147, 0.395, 3.211], [1.433, -0.230, 3.083], [2.217, 0.488, 4.161], [0.395, -0.811, -4.237], [0.115, -1.690, -3.983], [0.558, -0.362, -3.408], [0.362, -1.435, 2.973], [-0.084, -2.110, 3.485], [-0.144, -1.375, 2.163], [2.759, 2.649, 0.940], [3.200, 2.702, 0.091], [2.593, 1.714, 1.065]], "gap_ha": 0.35967, "e_above_lowest_ev": 1.147, "charge": -1}


Entry 3:
{"formula": "C32H55ClCuN2O9P2Se", "method": "ωB97M-V/def2-TZVPD", "species": ["Cu", "C", "C", "C", "O", "P", "O", "C", "P", "O", "O", "C", "C", "C", "O", "C", "C", "C", "O", "C", "C", "C", "H", "H", "H", "H", "H", "H", "H", "H", "H", "H", "H", "H", "H", "H", "H", "H", "H", "H", "H", "H", "H", "H", "H", "H", "H", "H", "H", "H", "H", "H", "C", "C", "C", "C", "Cl", "C", "C", "C", "O", "C", "C", "O", "O", "H", "H", "H", "H", "H", "H", "H", "H", "C", "C", "C", "C", "N", "N", "H", "H", "H", "H", "H", "H", "H", "H", "H", "H", "H", "H", "Se", "C", "C", "C", "C", "C", "C", "H", "H", "H", "H", "H"], "coordinates": [[6.435, -5.450, 17.072], [11.694, -7.655, 20.097], [10.978, -6.397, 19.655], [9.745, -6.134, 20.513], [10.701, -6.457, 18.164], [9.383, -6.989, 17.546], [8.100, -6.258, 17.783], [9.795, -7.220, 15.854], [10.002, -5.814, 14.692], [9.408, -4.556, 15.157], [11.556, -5.867, 14.520], [12.301, -5.156, 13.535], [13.459, -6.092, 13.103], [12.880, -3.896, 14.160], [9.490, -6.267, 13.273], [8.112, -5.998, 12.916], [7.965, -6.121, 11.453], [7.094, -6.761, 13.720], [9.399, -8.465, 18.093], [8.178, -9.261, 18.168], [8.459, -10.584, 17.525], [7.750, -9.439, 19.640], [12.143, -7.563, 21.105], [12.593, -7.844, 19.523], [11.020, -8.540, 20.136], [11.677, -5.571, 19.664], [9.057, -6.984, 20.497], [9.219, -5.235, 20.211], [10.139, -5.902, 21.499], [8.980, -7.781, 15.419], [10.738, -7.823, 15.691], [11.661, -4.857, 12.723], [13.845, -6.527, 14.053], [14.181, -5.460, 12.650], [13.215, -6.825, 12.340], [13.630, -4.057, 14.944], [12.066, -3.238, 14.620], [13.353, -3.263, 13.379], [7.903, -4.938, 13.192], [8.254, -7.080, 11.048], [8.586, -5.425, 10.925], [6.917, -5.990, 11.197], [7.039, -7.860, 13.556], [6.084, -6.346, 13.552], [7.286, -6.659, 14.789], [7.326, -8.768, 17.703], [9.510, -10.890, 17.669], [8.211, -10.534, 16.466], [7.802, -11.318, 18.009], [8.477, -9.899, 20.294], [6.848, -10.044, 19.561], [7.442, -8.454, 19.967], [1.097, -5.031, 19.076], [1.367, -6.457, 19.522], [1.209, -6.772, 20.850], [1.300, -8.065, 21.289], [0.873, -8.512, 22.918], [1.685, -9.090, 20.425], [1.953, -8.808, 19.096], [1.698, -7.502, 18.609], [1.695, -7.234, 17.242], [2.863, -7.688, 16.547], [3.964, -6.657, 16.658], [5.094, -7.093, 16.317], [3.704, -5.485, 16.952], [0.764, -4.491, 19.952], [0.289, -4.892, 18.333], [1.974, -4.624, 18.650], [0.880, -6.019, 21.583], [1.720, -10.087, 20.822], [2.187, -9.651, 18.436], [2.585, -7.788, 15.488], [3.265, -8.638, 16.917], [5.182, -1.709, 13.854], [6.593, -2.172, 14.232], [7.410, -2.289, 12.978], [7.275, -1.167, 15.121], [6.523, -3.597, 14.743], [5.896, -3.686, 16.045], [5.295, -0.716, 13.448], [4.515, -1.600, 14.745], [4.779, -2.424, 13.090], [7.465, -1.297, 12.502], [6.806, -2.921, 12.300], [8.387, -2.705, 13.089], [7.406, -0.244, 14.520], [8.217, -1.472, 15.453], [6.652, -0.947, 15.994], [7.469, -3.819, 14.976], [4.916, -3.761, 15.899], [6.028, -2.873, 16.661], [5.395, -6.292, 19.990], [5.112, -7.222, 21.544], [4.608, -8.537, 21.463], [4.382, -9.235, 22.636], [4.772, -8.690, 23.848], [5.424, -7.501, 23.916], [5.516, -6.703, 22.781], [4.377, -9.004, 20.514], [3.958, -10.244, 22.622], [4.778, -9.309, 24.745], [5.640, -7.080, 24.902], [5.889, -5.692, 22.831]], "gap_ha": [0.29444, 0.22099], "e_above_lowest_ev": 0.368, "multiplicity": 2}


Entry 4:
{"formula": "C34H45BrN5O2STa", "method": "ωB97M-V/def2-TZVPD", "species": ["Ta", "C", "N", "C", "C", "N", "C", "C", "C", "C", "C", "C", "N", "C", "N", "C", "C", "C", "C", "C", "C", "N", "H", "H", "H", "H", "H", "H", "H", "H", "H", "H", "H", "H", "H", "H", "H", "C", "C", "C", "C", "C", "C", "C", "Br", "C", "O", "C", "C", "C", "C", "C", "C", "H", "H", "H", "H", "H", "H", "H", "H", "H", "H", "H", "H", "H", "H", "H", "H", "H", "H", "H", "H", "C", "C", "S", "O", "C", "C", "H", "H", "H", "H", "H", "H", "H", "H", "H", "H"], "coordinates": [[-0.024, -0.484, 1.431], [-2.026, 0.423, 3.911], [-1.059, 1.071, 2.974], [0.020, 1.830, 3.675], [1.248, 1.001, 3.732], [1.363, -0.083, 2.957], [2.654, -0.634, 3.204], [3.277, -1.774, 2.713], [4.558, -2.026, 3.169], [5.190, -1.171, 4.090], [4.558, -0.055, 4.602], [3.272, 0.179, 4.137], [2.339, 1.194, 4.442], [-2.011, -1.042, 3.706], [-1.197, -1.606, 2.805], [-1.408, -3.018, 2.909], [-0.761, -4.100, 2.318], [-1.198, -5.362, 2.677], [-2.241, -5.548, 3.601], [-2.851, -4.477, 4.226], [-2.391, -3.221, 3.862], [-2.741, -1.938, 4.332], [-3.032, 0.806, 3.729], [-1.787, 0.661, 4.948], [-1.587, 1.742, 2.416], [-0.298, 2.144, 4.670], [0.230, 2.742, 3.111], [2.789, -2.466, 2.033], [5.084, -2.907, 2.825], [6.196, -1.402, 4.415], [5.043, 0.590, 5.323], [2.480, 1.940, 5.114], [0.086, -3.984, 1.651], [-0.712, -6.234, 2.257], [-2.555, -6.553, 3.849], [-3.622, -4.619, 4.972], [-3.418, -1.742, 5.061], [0.934, 3.723, -5.360], [1.846, 2.737, -4.631], [3.200, 3.414, -4.357], [2.063, 1.497, -5.513], [1.245, 2.293, -3.298], [1.955, 1.360, -2.508], [1.395, 1.019, -1.318], [2.301, -0.246, -0.148], [0.185, 1.532, -0.843], [-0.165, 1.008, 0.426], [-0.556, 2.418, -1.582], [0.032, 2.766, -2.814], [-1.915, 3.036, -1.228], [-1.760, 4.567, -1.209], [-2.937, 2.631, -2.303], [-2.470, 2.609, 0.133], [1.414, 4.013, -6.294], [0.769, 4.639, -4.788], [-0.033, 3.284, -5.620], [3.652, 3.714, -5.304], [3.907, 2.749, -3.856], [3.076, 4.309, -3.744], [2.430, 1.809, -6.491], [1.127, 0.952, -5.668], [2.805, 0.812, -5.097], [2.904, 0.953, -2.834], [-0.509, 3.468, -3.431], [-1.512, 4.964, -2.193], [-0.979, 4.883, -0.512], [-2.700, 5.028, -0.904], [-2.644, 2.967, -3.297], [-3.902, 3.088, -2.079], [-3.078, 1.546, -2.337], [-1.802, 2.942, 0.939], [-2.640, 1.528, 0.198], [-3.432, 3.096, 0.283], [-1.562, -5.092, -1.924], [-1.770, -3.787, -1.146], [-0.190, -2.960, -1.015], [-0.479, -1.788, 0.073], [-0.061, -2.081, -2.573], [-1.140, -1.046, -2.863], [-2.471, -5.684, -1.819], [-0.731, -5.682, -1.538], [-1.407, -4.918, -2.989], [-2.077, -3.963, -0.113], [-2.472, -3.105, -1.624], [-0.063, -2.910, -3.291], [0.947, -1.664, -2.565], [-2.077, -1.500, -3.180], [-0.784, -0.422, -3.684], [-1.331, -0.391, -2.013]], "gap_ha": 0.21303, "charge": 4}